Entry 1:
C6H6N2O2 | ωB97M-V/def2-TZVPD

Each line ends with the Löwdin charge.
CARTESIAN COORDINATES (ANGSTROEM)
C (1.296, 2.401, 0.371)  -0.233
C (-1.247, -0.045, -0.344)  -0.033
C (0.383, 1.362, 0.328)  -0.065
C (-0.930, 1.257, -0.071)  -0.341
C (0.942, -0.166, 0.236)  -0.208
C (-0.038, -2.251, -0.177)  0.006
N (2.133, 3.200, 0.434)  0.128
N (-0.139, -0.834, -0.096)  -0.124
O (-1.820, 2.260, -0.221)  0.077
O (2.011, -0.862, 0.624)  0.102
H (-2.252, -0.380, -0.521)  0.122
H (-0.660, -2.654, 0.697)  0.136
H (-0.679, -2.468, -1.026)  0.098
H (0.943, -2.545, -0.272)  0.066
H (-2.710, 1.970, -0.479)  0.120
H (2.768, -0.244, 0.516)  0.150

Cartesian forces (eV/Å) of the 3 atoms listed first:
C 1.00 1.30 0.35
C -0.14 0.11 0.44
C 3.06 -4.26 -0.12

Computed properties:
Spin multiplicity: 1
Structure (SMILES): Cn1cc(O)c(C#N)c1O
Total charge: 0
Energy relative to the best compared isomer or geometry (same formula, charge and spin), kJ/mol: 244.2
HOMO-LUMO gap, eV: 8.3
E_LUMO, eV: 0.432

Entry 2:
C6H6N2O3S | ωB97M-V/def2-TZVPD

Each line ends with the Löwdin charge.
CARTESIAN COORDINATES (ANGSTROEM)
C (-2.452, 0.526, 0.629)  -0.055
C (-2.314, -0.115, -0.584)  -0.082
C (-1.328, 0.768, 1.468)  -0.060
C (-1.131, -0.709, -0.940)  -0.092
C (-0.137, 0.182, 1.126)  -0.104
C (-0.100, -0.582, -0.059)  -0.330
N (2.758, -0.845, 0.217)  -0.186
N (2.821, 1.320, -0.344)  -0.295
O (2.119, 1.977, 0.282)  0.156
O (3.644, 1.393, -1.164)  0.149
O (1.334, -2.745, -0.347)  -0.364
S (1.498, -1.303, -0.450)  0.620
H (-3.389, 0.922, 0.831)  0.081
H (-3.117, -0.498, -1.195)  0.113
H (-1.266, 1.372, 2.494)  0.156
H (-1.054, -1.217, -1.883)  0.118
H (0.670, 0.439, 1.766)  0.092
H (1.443, -0.885, -1.846)  0.083

Cartesian forces (eV/Å) of the 3 atoms listed first:
C 1.68 0.61 0.27
C -0.49 -1.35 0.25
C -0.82 0.73 1.54

Computed properties:
Spin multiplicity: 1
Total charge: 0
Energy relative to the best compared isomer or geometry (same formula, charge and spin), kJ/mol: 848.9
HOMO-LUMO gap (spin up / spin down), eV: 8.7 / 8.1
E_LUMO (spin up / spin down), eV: -1.195 / -1.624

Question: Which of these has the lowest energy relative to the best compared isomer or geometry (same formula, charge and spin)?
Answer: C6H6N2O2